P.
9
Properties=species:S:1:pos:R:3 method="wB97M-V/def2-TZVPD" e_lumo_ev="-1.6 / -1.6" charge=0 mol_weight_g_mol=121.2 homo_lumo_gap_ev="7.12 / 7.11"
N -0.98643 1.13235 -0.22409
N -1.02887 -1.13738 -0.03215
C 0.31984 1.33510 0.08627
H 0.00494 -1.02066 0.09921
H 0.58198 2.40431 0.21831
H -1.40451 -2.04360 -0.19852
S 1.79115 0.57050 0.30039
N -1.61500 0.03785 -0.27856
S 2.33692 -1.27847 0.02915

---

Q.
9
Properties=species:S:1:pos:R:3 method="wB97M-V/def2-TZVPD" e_lumo_ev="-1.0 / -1.5" charge=0 mol_weight_g_mol=121.2 homo_lumo_gap_ev="7.44 / 6.46"
H -1.42605 -0.69573 0.10831
N 0.85356 -0.37251 -0.07817
H -0.09812 0.92315 -1.37947
S 0.97522 2.36237 0.06288
S 1.24191 2.52672 1.95708
C 0.34187 0.78970 -0.45863
N 0.43517 -1.52981 -0.09510
H -1.39896 -2.42360 0.08327
N -0.92458 -1.58029 -0.20015

---

Quick one: most stable of them? P